DFT (wB97M-V/def2-TZVPD) results for an isolated ion of composition C18H22BrN2O3 and charge +1.

Computed properties:
E_LUMO	-3.070	eV
SMILES	CC[NH2+]Cc1cc(Br)c(OCC(=O)Nc2ccccc2)c(OC)c1
net charge	+1
gap between HOMO and LUMO	7.44	eV

The geometry in XYZ format:
```
46
C18H22BrN2O3, DFT wB97M-V/def2-TZVPD
C -6.1478 -0.6107 -0.1666
C -4.7461 -1.0581 0.2016
N -4.2895 -0.3741 1.4419
C -2.8719 -0.6820 1.8179
C -1.9381 -0.0720 0.8111
C -1.8439 1.3091 0.7265
C -1.0066 1.8701 -0.2199
Br -0.8387 3.7578 -0.3321
C -0.2467 1.1004 -1.1041
O 0.5089 1.8129 -1.9597
C 1.4971 1.2212 -2.7867
C 2.6135 0.5180 -1.9928
O 3.1433 -0.4867 -2.4028
N 2.8809 1.1560 -0.8297
C 3.7996 0.8134 0.1767
C 3.8735 1.6487 1.2884
C 4.7534 1.3614 2.3144
C 5.5626 0.2394 2.2425
C 5.4863 -0.5911 1.1375
C 4.6098 -0.3136 0.1032
C -0.3457 -0.3091 -1.0084
O 0.3842 -1.0381 -1.8721
C 0.5958 -2.4163 -1.6426
C -1.1928 -0.8649 -0.0543
H -6.4656 -1.1233 -1.0695
H -6.1828 0.4582 -0.3633
H -6.8608 -0.8508 0.6187
H -4.7183 -2.1349 0.3766
H -4.0382 -0.8120 -0.5920
H -4.9260 -0.6191 2.2094
H -4.3568 0.6418 1.2896
H -2.6879 -0.2644 2.8103
H -2.7513 -1.7650 1.8613
H -2.3785 1.9603 1.4010
H 1.0669 0.5113 -3.4962
H 1.9273 2.0617 -3.3401
H 2.3975 2.0315 -0.6688
H 3.2457 2.5280 1.3424
H 4.8088 2.0177 3.1695
H 6.2521 0.0178 3.0422
H 6.1181 -1.4637 1.0732
H 4.5590 -0.9555 -0.7599
H 1.4064 -2.6874 -2.3165
H -0.2964 -3.0016 -1.8828
H 0.9057 -2.6042 -0.6119
H -1.2658 -1.9380 0.0170
```

DFT (wB97M-V/def2-TZVPD) results for a 2-piece molecular cluster, C18H22BrO6 overall at a distorted geometry.

Computed properties:
E_LUMO	2.766	eV
net charge	-1
gap between HOMO and LUMO	5.53	eV

The geometry in XYZ format:
```
47
C18H22BrO6, DFT wB97M-V/def2-TZVPD
C -5.7968 1.1285 -1.5169
C -4.6744 0.1191 -1.5462
O -3.4313 0.8265 -1.3236
C -2.3442 0.0240 -1.4396
C -1.0815 0.7457 -1.2507
C 0.0411 0.0468 -1.2272
C 1.2995 0.7846 -1.3681
O 1.4182 1.9698 -1.1025
O 2.3125 -0.0018 -1.8005
C 3.4974 0.7732 -2.1069
C 4.5012 -0.1584 -2.7331
O -2.4146 -1.1741 -1.6734
H -6.7504 0.6015 -1.5946
H -5.7948 1.7174 -0.5915
H -5.7105 1.8222 -2.3625
H -4.7875 -0.6275 -0.7456
H -4.6374 -0.3862 -2.5227
H -1.1114 1.8264 -1.1660
H 0.0655 -1.0361 -1.3088
H 3.2180 1.5747 -2.8096
H 3.8710 1.2031 -1.1653
H 5.4206 0.3981 -2.9341
H 4.7272 -1.0029 -2.0680
H 4.1192 -0.5521 -3.6835
C -3.7107 0.8017 2.7498
C -2.6969 -0.1851 2.2290
O -1.4362 0.4751 2.1398
C -0.4598 -0.4272 1.8159
C 0.8033 0.2343 1.7037
C 2.0103 -0.4502 1.6547
C 2.1233 -1.8411 1.3588
C 3.3621 -2.3989 1.0875
C 4.5191 -1.6049 1.1593
Br 6.1733 -2.3001 0.5500
C 4.4441 -0.2647 1.5810
C 3.2112 0.3046 1.8293
O -0.7255 -1.6086 1.6114
H -4.6971 0.5254 2.3651
H -3.7499 0.7522 3.8465
H -3.4825 1.8340 2.4593
H -2.6139 -1.0449 2.9093
H -2.9633 -0.5364 1.2209
H 0.8294 1.3071 1.8571
H 1.2066 -2.4247 1.3102
H 3.4329 -3.4395 0.7899
H 5.3513 0.3238 1.6679
H 3.1122 1.3456 2.1448
```